No. 1
{"formula": "C13H12F4O6", "method": "ωB97M-V/def2-TZVPD", "spin_multiplicity": 1, "e_lumo_ev": 0.327, "orbital_gap_ev": 9.920, "smiles": "O=C(F)COC(=O)Oc1ccccc1.CCOC(=O)C(F)(F)F", "homo_energy_ev": -9.59, "symbols": ["O", "C", "F", "C", "O", "C", "O", "O", "C", "C", "C", "C", "C", "C", "H", "H", "H", "H", "H", "H", "H", "C", "C", "O", "C", "O", "C", "F", "F", "F", "H", "H", "H", "H", "H"], "xyz": [[-0.813513, -1.950689, -5.053259], [0.275842, -1.603195, -4.737766], [1.180979, -1.396737, -5.774117], [0.695291, -1.436317, -3.217460], [1.662831, -0.377961, -3.178839], [1.754904, 0.181360, -1.926536], [1.279999, -0.336091, -0.947815], [2.485683, 1.364304, -1.899532], [2.351728, 2.015559, -0.650566], [1.086547, 2.669298, -0.285123], [0.909198, 3.345399, 1.007142], [2.050056, 3.342308, 1.939605], [3.337893, 2.720763, 1.582400], [3.502599, 2.055999, 0.278916], [-0.254402, -1.227564, -2.666980], [1.116956, -2.442291, -2.916393], [0.254301, 2.644595, -1.029107], [-0.060734, 3.826190, 1.301907], [1.955859, 3.816559, 2.943175], [4.178015, 2.751378, 2.315604], [4.484111, 1.590160, -0.000989], [-0.546282, -1.894494, 0.719969], [-1.475931, -0.716897, 0.920041], [-2.816710, -1.163578, 1.189411], [-3.078646, -1.504992, 2.457243], [-2.283313, -1.466932, 3.352336], [-4.545973, -1.909899, 2.603877], [-4.956150, -2.717745, 1.608065], [-5.358332, -0.835043, 2.589371], [-4.784806, -2.561248, 3.749962], [-0.928370, -2.557789, -0.060478], [0.448098, -1.553414, 0.438467], [-0.463684, -2.490307, 1.631451], [-1.522899, -0.126149, 0.003959], [-1.121146, -0.054541, 1.712060]], "forces_ev_per_angstrom": [[0.57, 0.17, 0.53], [-0.55, -0.21, -0.55], [-0.31, 0.03, 2.03], [0.08, -0.80, -1.93], [0.00, 1.05, 1.54], [0.46, -0.12, 0.21], [0.31, 0.63, -0.96], [-1.29, -1.38, 0.01], [0.21, 1.70, 3.26], [1.35, 0.00, 0.86], [2.55, -1.32, -0.43], [0.30, -0.88, -1.77], [-2.06, -0.02, -1.63], [-2.04, 0.82, 0.29], [1.00, -0.04, -0.41], [-0.31, 1.24, -0.04], [0.78, 0.01, 0.76], [1.16, -0.60, -0.49], [0.03, -0.42, -1.00], [-0.83, -0.06, -0.83], [-1.22, 0.48, 0.26], [-0.01, -0.41, 0.33], [0.76, 0.08, -0.26], [-0.68, -0.07, 0.45], [1.25, 0.51, -0.57], [-0.61, -0.19, 0.10], [-1.52, -0.60, 0.17], [0.42, 0.23, 0.11], [0.50, 0.01, -0.04], [0.49, 0.28, -0.23], [0.01, 0.11, -0.05], [-0.29, -0.09, 0.15], [-0.05, 0.10, 0.01], [-0.30, -0.08, 0.06], [-0.17, -0.16, 0.09]]}

***

No. 2
{"formula": "C13H12N3O4Os", "method": "ωB97M-V/def2-TZVPD", "spin_multiplicity": 5, "charge": 3, "e_lumo_ev": [-11.154, -13.851], "orbital_gap_ev": [8.929, 6.639], "homo_energy_ev": [-20.08, -20.49], "symbols": ["Os", "C", "C", "C", "C", "C", "C", "H", "H", "H", "H", "H", "H", "O", "C", "O", "C", "C", "N", "N", "C", "C", "O", "O", "H", "H", "H", "C", "C", "N", "H", "H", "H"], "xyz": [[0.583198, -0.575313, 0.290229], [-0.419070, -0.859248, 2.343565], [-1.080395, 0.330128, 2.719809], [-2.385380, 0.566379, 2.285553], [-3.033830, -0.357304, 1.468774], [-2.373196, -1.506782, 1.030864], [-1.056752, -1.769994, 1.451891], [0.444465, -1.177247, 2.921649], [-0.596667, 1.020699, 3.400427], [-2.911935, 1.447445, 2.632029], [-4.075288, -0.204361, 1.206744], [-2.893223, -2.236666, 0.420711], [-0.672693, -2.781092, 1.337905], [1.291462, 3.379311, -3.816510], [0.084124, 3.256340, -3.528671], [-0.791002, 3.960466, -4.138592], [-0.455747, 2.325969, -2.518645], [-1.782248, 2.095266, -2.144745], [-1.761453, 1.178649, -1.182345], [-0.505473, 0.780482, -0.893986], [0.296674, 1.467938, -1.711406], [1.761538, 1.160187, -1.640964], [2.563601, 1.719569, -2.353061], [2.049386, 0.217565, -0.785079], [1.926129, 2.770087, -3.242923], [-2.708290, 2.525500, -2.502052], [-2.553884, 0.781862, -0.691047], [3.879716, -3.561194, 1.367792], [2.798542, -2.652587, 1.095844], [1.928845, -1.927474, 0.884743], [4.825346, -3.013982, 1.347823], [3.892577, -4.337660, 0.597062], [3.730926, -4.022937, 2.346614]], "forces_ev_per_angstrom": [[-0.40, 0.39, -0.28], [-0.05, -0.07, 0.07], [0.03, 0.02, -0.09], [-0.03, -0.02, -0.02], [0.00, 0.05, 0.04], [0.09, 0.03, -0.07], [-0.10, -0.20, 0.22], [0.02, 0.01, -0.04], [-0.01, -0.01, 0.01], [0.00, 0.00, 0.01], [0.00, -0.01, -0.01], [0.00, 0.01, 0.00], [0.04, 0.04, -0.01], [0.37, -0.04, 0.18], [-0.24, -0.24, 0.11], [-0.04, 0.09, -0.08], [0.06, -0.03, 0.05], [0.04, 0.05, 0.04], [-0.05, 0.00, -0.05], [0.22, -0.05, 0.07], [0.01, 0.08, 0.00], [0.02, -0.03, -0.18], [-0.23, 0.24, 0.00], [0.09, -0.04, 0.05], [0.00, -0.06, -0.16], [-0.01, -0.01, 0.01], [0.00, 0.00, 0.02], [0.06, -0.06, 0.03], [-0.08, 0.06, -0.02], [0.18, -0.21, 0.12], [-0.01, 0.01, 0.00], [-0.01, 0.01, 0.00], [0.01, 0.00, -0.01]]}

***

No. 3
{"formula": "C13H13AlN3S2", "method": "ωB97M-V/def2-TZVPD", "spin_multiplicity": 1, "charge": -1, "e_lumo_ev": [2.390, 2.380], "orbital_gap_ev": [3.565, 3.286], "homo_energy_ev": [-1.18, -0.91], "symbols": ["Al", "C", "N", "C", "C", "C", "C", "C", "C", "C", "C", "H", "H", "H", "H", "H", "H", "H", "H", "H", "H", "H", "H", "S", "C", "C", "N", "C", "S", "C", "N", "H"], "xyz": [[-0.020322, -0.282995, 0.566378], [-0.076921, -2.717425, -1.065392], [-0.181410, -1.259463, -1.083466], [-1.552940, -0.853751, -1.394456], [0.779317, -0.679296, -2.030604], [1.251271, 0.671589, -1.566830], [1.924858, 1.546894, -2.426624], [2.431241, 2.755063, -1.942990], [2.272270, 3.090265, -0.597593], [1.606006, 2.218509, 0.261273], [1.103537, 1.011749, -0.220995], [-0.282633, -3.160826, -2.045996], [-0.773271, -3.146284, -0.336197], [0.926801, -3.025523, -0.749800], [-1.882402, -1.230638, -2.369947], [-1.656001, 0.236526, -1.394917], [-2.243252, -1.232789, -0.632304], [0.357102, -0.617535, -3.042019], [1.679292, -1.305386, -2.097322], [2.070632, 1.286662, -3.472439], [2.958473, 3.430309, -2.611209], [2.672255, 4.026868, -0.218876], [1.480788, 2.465948, 1.311362], [-0.033095, 0.612099, 2.603083], [-1.347717, 0.131741, 3.629305], [-1.683984, 0.883787, 4.793133], [-1.986980, 1.474383, 5.751981], [-1.975125, -0.973460, 3.217004], [-1.316080, -1.647648, 1.759752], [-3.084677, -1.583586, 3.872570], [-3.990696, -2.055468, 4.435046], [0.573662, -0.070321, -0.900911]], "forces_ev_per_angstrom": [[-0.55, -0.69, 6.55], [0.31, -1.39, 0.59], [-1.23, -1.45, -0.88], [-1.54, 0.19, -0.75], [1.89, -0.89, -3.41], [0.97, 1.49, -1.79], [0.88, 0.78, -1.94], [-0.16, -0.20, 0.42], [0.73, 0.89, -0.97], [-0.68, -0.88, 1.00], [-0.03, -0.26, 0.55], [-0.05, 0.31, -0.11], [0.03, 0.32, -0.17], [-0.20, 0.33, -0.10], [0.18, -0.05, -0.06], [0.32, -0.05, -0.12], [0.34, -0.07, -0.12], [-0.12, 0.15, 0.15], [-0.07, -0.81, 0.11], [-0.09, 0.00, 0.03], [-0.09, -0.11, 0.00], [-0.08, -0.10, -0.06], [-0.11, -0.06, -0.21], [1.09, 2.82, 2.24], [0.92, 0.78, -0.49], [-0.56, 0.79, 1.48], [0.52, -0.86, -1.48], [-0.56, -0.53, -0.42], [-1.74, -3.23, -0.67], [-1.16, -0.49, 0.72], [1.27, 0.57, -0.83], [-0.43, 2.68, 0.73]]}